[1]
ORCA calculation (ωB97M-V with the def2-TZVPD basis set) on C8H12ClNSi in the gas phase at a distorted geometry.

```
23
Properties=species:S:1:pos:R:3:forces:R:3
C 0.802184 -1.864959 1.403302 -2.14 -0.42 -1.58
N 1.861863 -0.878829 1.230364 -0.36 1.24 -1.80
Si 1.556284 0.285093 -0.153996 1.74 -1.78 0.76
C 2.282113 -0.700517 -1.648787 -0.13 2.14 -1.04
Cl 2.963920 1.797954 0.176536 -0.37 -0.11 0.02
C -0.171899 1.021233 -0.100822 1.51 0.08 -1.25
C -0.446786 2.201702 0.528050 -2.57 0.34 1.14
C -1.792505 2.653182 0.710497 1.34 2.00 0.60
C -2.824153 2.059013 0.017106 -0.80 0.21 0.80
C -2.515746 0.894299 -0.638669 1.27 -0.22 -0.48
C -1.186790 0.435274 -0.789274 -2.40 -0.16 0.06
H -0.162381 -1.371307 1.668275 0.45 -0.33 0.48
H 0.396112 -2.287135 0.293583 1.77 0.49 2.87
H 1.031045 -2.656516 2.185259 -0.18 0.72 -1.40
H 2.096215 -0.345538 2.058823 -0.19 -0.32 0.28
H 2.514232 -0.003767 -2.546332 -0.71 -1.03 1.35
H 3.272422 -1.039977 -1.345447 -0.18 -0.17 0.33
H 1.681125 -1.534244 -1.998063 -0.04 -0.10 0.00
H 0.378289 2.733600 0.870694 1.02 1.12 1.15
H -2.023825 3.548214 1.381509 0.62 -1.15 -1.22
H -3.873327 2.477074 0.009285 1.33 -0.69 0.30
H -3.323053 0.323529 -0.977614 -0.92 -0.79 -1.19
H -0.978735 -0.318091 -1.508237 -0.06 -1.07 -0.18
```
Positions in Å, forces in eV/Å.

**Relative energy (zero: lowest compared OMol25 entry of this formula, charge and spin)**: 0.276 eV
**Gap between HOMO and LUMO**: 0.360 Eh

[2]
ORCA calculation (ωB97M-V with the def2-TZVPD basis set) on a molecular structure, C8H12ClO8V at a distorted geometry.

```
30
Properties=species:S:1:pos:R:3:forces:R:3
V 0.216061 0.168585 0.732484 -0.12 -0.10 0.07
C -1.807925 -0.762068 -2.720510 1.23 0.12 -0.46
C -1.017031 -0.497083 -1.455734 -0.13 0.73 1.09
O -1.578274 -0.549056 -0.324083 -0.16 -0.23 -0.02
O 0.172786 -0.108612 -1.485773 0.51 -0.19 -0.22
H -2.040994 -1.820380 -2.825147 -0.57 0.08 0.30
H -1.148359 -0.541847 -3.564974 -0.01 0.10 0.06
H -2.638809 -0.063637 -2.775050 -0.36 -0.39 0.16
C 4.064110 1.354510 1.615479 0.30 -0.31 -0.19
C 2.720199 0.730969 1.362640 -2.37 0.68 -0.50
O 1.789844 0.785327 2.208247 0.14 0.09 0.63
O 2.377329 0.317406 0.219888 0.49 -0.34 -0.60
H 4.759914 0.587043 1.960001 0.08 0.08 0.01
H 4.006222 2.157461 2.345349 -0.18 -0.14 0.16
H 4.421558 1.771001 0.674270 0.09 -0.13 -0.01
C -2.347426 2.782364 -0.778223 -0.50 -0.52 0.02
C -1.016222 3.136204 -0.123096 -0.24 1.33 1.80
O -0.189094 2.214475 0.135673 0.46 -1.17 -0.17
O -0.874953 4.320104 0.268168 -0.01 -0.61 -0.85
H -2.801221 1.939322 -0.247912 0.40 -0.31 -0.19
H -2.219713 2.525694 -1.833192 0.01 -0.13 0.03
H -3.105897 3.560610 -0.687664 0.43 0.43 -0.13
C -0.451461 -3.806863 0.214450 -1.00 1.10 0.29
C 0.494512 -3.133464 1.212125 0.59 -0.32 0.62
O 1.100836 -3.873285 2.007893 -0.14 0.13 -0.31
O 0.594492 -1.867041 1.186057 -0.02 0.64 -0.39
H -0.004949 -3.951756 -0.767816 0.14 -0.14 0.05
H -1.285837 -3.100607 0.110353 0.08 -0.09 -0.34
H -0.886002 -4.711396 0.634016 0.41 -0.29 -0.11
Cl -1.303686 0.436022 2.702072 0.46 -0.13 -0.80
```
Positions in Å, forces in eV/Å.

**Charge**: -2
**Relative energy (zero: lowest compared OMol25 entry of this formula, charge and spin)**: 0.415 eV
**Gap between HOMO and LUMO (alpha / beta)**: 0.283 / 0.290 Eh
**Spin multiplicity**: 3

[3]
ORCA calculation (ωB97M-V with the def2-TZVPD basis set) on 2 unconnected molecules or ions with the total composition C8H12FI at a distorted geometry.

```
22
Properties=species:S:1:pos:R:3:forces:R:3
C 1.809652 -1.061597 -1.220921 0.06 0.26 -1.45
C 1.791274 -0.801174 0.237304 1.50 -2.28 0.41
C 1.732464 0.412681 0.716122 0.74 0.37 2.45
F 1.668573 1.543233 0.026349 -0.15 -0.15 -0.53
I 1.969912 0.858415 2.819545 -0.15 -0.22 -0.97
H 1.385618 -2.080441 -1.444630 0.48 1.08 0.05
H 2.868674 -0.963215 -1.652876 -1.47 -0.31 0.60
H 1.170499 -0.268859 -1.681326 0.57 -0.84 -0.12
H 2.045980 -1.738803 0.857250 -0.76 2.08 -0.44
C -1.145632 -1.100391 1.313709 0.56 -0.98 3.16
C -1.158961 -0.079723 0.308080 0.06 0.34 -3.18
C -1.218614 -0.122290 -1.043807 -0.38 1.81 1.90
C -1.378119 1.368522 -1.218565 1.19 1.91 0.32
C -1.250712 1.423259 0.375776 -0.81 -0.59 -0.65
H -2.212948 -1.324781 1.667437 1.45 0.20 -0.39
H -0.604875 -0.522375 2.212022 -0.97 -2.09 -1.41
H -0.633563 -2.107897 0.997629 -0.89 2.04 0.74
H -1.297227 -0.883409 -1.739766 -0.07 -1.53 -1.21
H -2.352071 1.757255 -1.697290 1.56 -0.53 0.84
H -0.462402 1.973115 -1.560692 -1.39 -1.02 -0.36
H -0.554051 2.042590 0.931775 0.65 -0.11 -0.45
H -2.173471 1.675885 0.796874 -1.80 0.54 0.72
```
Positions in Å, forces in eV/Å.

**Relative energy (zero: lowest compared OMol25 entry of this formula, charge and spin)**: 0.494 eV
**Gap between HOMO and LUMO**: 0.328 Eh

[4]
ORCA calculation (ωB97M-V with the def2-TZVPD basis set) on a gas-phase ion, C8H12IN2O2 (charge +1) at a distorted geometry.

```
25
Properties=species:S:1:pos:R:3:forces:R:3
C -1.758392 0.593471 -2.417916 0.39 0.48 0.01
C -0.195628 0.430580 -2.609447 -0.98 -1.60 0.92
C 0.277462 -0.981513 -2.051068 0.12 0.81 -1.21
O 1.206732 -1.569832 -2.532441 -0.65 0.22 0.88
O -0.449783 -1.464102 -0.951278 1.10 1.08 0.01
C 0.403466 -1.988303 0.085115 0.29 -1.10 0.96
C 1.498810 -0.982400 0.604810 -0.57 -0.35 0.89
C 0.804300 0.082846 1.510132 2.33 0.04 0.46
C 1.391021 0.716683 2.669498 -3.13 -0.90 -2.78
N 0.318987 1.547523 3.116766 -0.34 -0.43 -0.89
C -0.764532 1.435768 2.308810 -0.36 -0.45 -0.93
I -2.698613 2.336850 2.372295 1.42 -0.41 0.26
N -0.505721 0.547226 1.280552 1.99 1.47 3.32
H -2.297105 -0.218146 -2.979719 0.46 1.00 0.44
H -2.099915 0.522070 -1.347501 0.46 0.03 -0.96
H -2.037878 1.622493 -2.775804 0.00 -1.17 0.17
H 0.038820 0.429769 -3.701998 0.09 0.18 1.08
H 0.404933 1.190395 -2.034248 -0.60 -0.57 -0.74
H 0.849833 -2.982608 -0.197916 -0.28 1.19 -0.01
H -0.275164 -2.207017 0.964571 0.58 0.22 -1.09
H 2.165692 -0.554866 -0.187408 -0.84 -0.22 0.58
H 2.174401 -1.578358 1.290639 -0.71 0.66 -0.77
H 2.400563 0.576998 3.120414 -1.32 0.37 -0.33
H 0.318891 2.174399 3.924425 0.07 -0.37 -0.38
H -1.171180 0.320074 0.538717 0.49 -0.21 0.13
```
Positions in Å, forces in eV/Å.

**Charge**: +1
**Relative energy (zero: lowest compared OMol25 entry of this formula, charge and spin)**: 0.000 eV
**Gap between HOMO and LUMO**: 0.339 Eh

[5]
ORCA calculation (ωB97M-V with the def2-TZVPD basis set) on C8H12INO in the gas phase at a distorted geometry.

```
23
Properties=species:S:1:pos:R:3:forces:R:3
C -3.820873 0.791751 2.698962 2.03 -0.87 -0.06
C -2.795180 0.133350 2.591480 -1.87 0.93 0.09
C -1.536860 -0.575201 2.261985 -1.32 -0.20 0.73
C -0.647043 0.370347 1.499114 0.91 0.20 -0.06
C 0.573362 -0.412575 1.038877 -0.41 0.35 -0.65
C 1.701136 0.456977 0.506657 -0.25 -0.39 -0.90
N 1.347713 1.072044 -0.782045 0.24 -0.17 0.74
C 2.197052 1.501137 -1.765082 -1.39 -0.40 -0.68
O 1.655501 1.880366 -2.790124 0.67 0.56 -0.46
C 3.702857 1.308926 -1.711260 0.06 0.01 -0.54
I 4.715497 2.681185 -0.368693 -0.36 -0.56 -0.25
H -4.621995 1.494676 2.820394 0.12 -0.41 -0.01
H -1.800318 -1.487832 1.680076 0.30 0.60 0.19
H -1.037676 -0.929161 3.183866 -0.22 0.19 -0.36
H -1.183851 0.799798 0.663091 -0.23 0.01 -0.28
H -0.333087 1.236716 2.110996 -0.21 -0.46 0.01
H 0.227312 -1.150115 0.283345 0.47 0.30 0.28
H 0.939580 -0.961541 1.891742 0.30 -0.31 0.29
H 2.552419 -0.203767 0.357441 0.29 0.12 -0.07
H 1.978463 1.212532 1.229967 0.06 0.22 0.30
H 0.356405 1.176830 -1.054133 1.05 -0.07 0.35
H 3.872929 0.253543 -1.445280 0.41 0.55 0.17
H 4.127731 1.521082 -2.730306 -0.63 -0.22 1.17
```
Positions in Å, forces in eV/Å.

**Relative energy (zero: lowest compared OMol25 entry of this formula, charge and spin)**: 0.249 eV
**Gap between HOMO and LUMO**: 0.357 Eh

no.,E_tot (eV)
1,-30382.0547
2,-63087.5284
3,-19305.0550
4,-23659.2626
5,-20127.1050